(1)
50
Properties=species:S:1:pos:R:3:forces:R:3:lowdin_charge:R:1 method="wB97M-V/def2-TZVPD" energy_ha=-1448.65449 largest_force_ev_per_a=6.36 charge=+1
Y 1.41628 0.54986 -1.46694 0.311 -0.454 0.474 1.772
C -0.47496 0.16166 0.28783 2.601 -4.342 -3.846 -0.680
O -0.61310 0.42805 -1.05378 -1.432 1.222 1.647 -0.275
O 0.69042 0.54354 0.70198 -0.833 0.830 -0.382 -0.135
O -1.02779 -0.90522 0.62958 -0.326 2.209 1.491 -0.076
O 1.41654 -0.63812 2.86999 0.010 -1.405 0.097 -0.028
H 1.08388 -0.20921 2.07644 -0.289 0.141 0.138 -0.039
H 1.12900 -1.57122 2.75113 0.319 0.770 0.491 0.078
O -0.25950 1.02289 -3.66260 2.106 0.367 0.405 -0.043
H -1.15066 0.74626 -3.50858 -1.687 -0.168 0.805 -0.006
H -0.24767 1.25962 -4.58425 0.292 0.237 -0.639 0.076
O -2.19518 -1.76051 2.88513 0.738 -0.236 0.074 -0.032
H -3.06461 -2.08235 2.67478 -0.614 -0.099 -0.101 0.037
H -1.73122 -1.67438 2.04112 -0.408 -0.047 0.550 -0.022
O 0.61036 -2.91604 0.48130 1.542 -0.407 0.441 -0.008
H 0.44433 -3.66742 -0.07256 -0.013 -0.791 -0.282 0.063
H -0.19249 -2.42606 0.43769 -1.053 0.717 0.131 -0.018
O 3.31482 1.36199 -0.36523 0.679 0.698 -1.902 -0.100
H 3.69526 1.33069 0.51613 -0.204 -0.608 2.065 0.044
H 4.05673 1.74932 -0.86204 -0.315 0.011 -0.089 0.112
O -1.81002 -2.78543 -1.02549 0.478 -0.704 -0.804 -0.035
H -2.04240 -3.60394 -0.56445 -0.221 0.376 -0.108 0.080
H -1.87153 -2.04760 -0.41069 -0.552 0.130 0.165 -0.005
O 0.95015 2.78630 -1.11168 -0.013 0.742 -0.771 -0.063
H 0.44129 3.14740 -1.84938 -0.370 0.095 -0.101 0.097
H 0.95062 3.50909 -0.46734 0.091 -0.304 0.286 0.114
O 3.91881 0.45334 2.24663 -0.099 0.895 -0.678 -0.038
H 4.20974 -0.26173 1.69396 0.378 -0.880 -0.088 0.023
H 2.98356 0.23375 2.41304 0.161 -0.136 0.579 0.005
O 1.81935 2.57778 2.04228 0.239 0.272 1.565 0.011
H 2.09258 3.15122 1.35796 0.623 1.001 -0.918 0.001
H 1.33033 1.88500 1.63191 -0.752 -0.626 -0.301 -0.036
O -2.16915 2.65234 -0.25956 0.606 0.096 0.259 -0.042
H -1.48616 1.97145 -0.45871 -1.491 0.654 -0.354 -0.005
H -3.06132 2.42058 -0.56441 0.766 -0.214 -0.107 0.054
O -1.59120 1.14691 2.73320 0.526 -0.261 0.273 -0.030
H -1.21839 0.41881 2.18900 -1.133 1.259 0.840 -0.004
H -2.00262 1.89374 2.27642 0.321 -0.635 -0.538 0.044
O 2.68255 -1.37684 -0.15176 0.851 0.692 -1.447 -0.069
H 3.04673 -2.20159 -0.51375 0.078 0.325 0.213 0.095
H 1.92909 -1.68846 0.34561 -0.890 -0.764 0.788 -0.004
O -2.82983 0.33002 -2.61877 1.353 0.045 0.089 -0.090
H -2.19865 0.30720 -1.81508 -1.211 -0.719 -1.976 0.028
H -2.64610 -0.39086 -3.26586 -0.359 0.344 1.331 0.072
O 0.71946 -1.53067 -2.38163 -0.684 -0.452 -0.121 -0.081
H -0.15240 -1.99377 -2.29117 0.094 0.762 0.184 0.093
H 1.31000 -2.27120 -2.28553 0.696 -0.495 -0.015 0.068
O -3.59758 -0.34970 0.16149 -0.271 1.432 -0.640 -0.050
H -3.93702 0.49618 -0.24300 0.419 -1.563 0.716 0.062
H -2.67033 -0.18269 0.40961 -1.057 -0.014 0.108 -0.018



(2)
50
Properties=species:S:1:pos:R:3:forces:R:3:lowdin_charge:R:1 method="wB97M-V/def2-TZVPD" energy_ha=-1411.15542 largest_force_ev_per_a=4.01 charge=-1
C -14.26138 -3.92534 -12.02592 0.230 -3.921 0.813 -0.715
O -14.54314 -5.06277 -12.52840 0.820 1.444 0.916 -0.030
O -13.69209 -3.84384 -10.81240 0.201 0.664 0.225 0.106
O -14.44879 -2.86176 -12.57035 -0.298 2.600 -1.089 -0.026
H -13.79812 -4.62686 -10.24503 -0.077 -0.642 -0.333 0.049
O -13.06601 -5.34947 -15.51240 0.975 -1.017 -0.696 -0.069
H -13.31056 -4.48403 -15.18521 -0.736 1.166 -0.055 -0.039
H -12.22371 -5.13381 -15.95250 -0.472 -0.355 0.036 0.060
O -11.43458 -2.06876 -10.34912 0.999 0.985 1.800 -0.021
H -11.80326 -2.75459 -10.85293 -0.952 -1.352 -1.184 -0.039
H -11.45579 -1.28470 -10.87700 -0.105 0.650 -0.547 0.028
O -16.27761 -6.91763 -12.00013 0.149 0.605 2.322 -0.064
H -15.59515 -6.21706 -12.09598 -0.424 -0.656 -0.266 -0.024
H -16.54254 -7.18564 -12.84780 -0.088 -0.560 -1.802 -0.009
O -16.85306 -4.27912 -9.75715 -0.431 -1.742 1.791 -0.010
H -16.19297 -4.31966 -10.41102 1.029 -0.158 -1.379 -0.024
H -17.31518 -3.48655 -9.91458 -0.832 1.512 -0.490 -0.001
O -16.67810 -4.41284 -14.07540 -0.449 0.371 -0.459 -0.032
H -17.34748 -5.07549 -13.90329 -0.014 -0.013 0.129 0.054
H -15.88558 -4.67350 -13.59509 0.448 -0.467 0.254 -0.001
O -15.62444 -2.03878 -8.48121 0.207 0.446 2.032 -0.027
H -14.74740 -1.68272 -8.51876 0.998 0.526 0.627 0.028
H -15.71852 -2.18899 -9.38655 -0.995 -0.753 -2.582 -0.049
O -10.59193 -4.99658 -10.77056 1.195 1.262 2.823 -0.052
H -10.97560 -4.45707 -10.03088 0.590 -0.835 -1.122 0.048
H -11.26855 -5.12172 -11.39277 -1.452 -0.562 -1.591 -0.058
O -14.07191 -7.89373 -13.91641 -0.179 -0.284 -0.431 -0.067
H -13.63111 -7.45907 -13.17062 -0.067 -0.534 -0.015 -0.011
H -13.95965 -8.84769 -13.80497 0.115 0.479 0.257 0.035
O -16.27401 -2.05351 -15.34426 0.216 0.278 -0.832 -0.046
H -16.29835 -2.81076 -14.75738 -0.534 -0.982 0.241 -0.023
H -16.13955 -1.33109 -14.74846 0.091 0.842 0.409 0.019
O -16.66320 -1.97447 -11.56235 -0.019 -1.895 0.315 -0.027
H -15.85103 -2.23343 -12.05629 -0.454 0.448 0.159 0.000
H -16.79973 -1.05629 -11.58947 -0.048 1.753 -0.132 0.016
O -11.29688 -5.11752 -13.53178 0.670 -1.602 0.970 -0.020
H -11.13426 -4.20529 -13.43915 0.217 1.726 -0.021 0.021
H -12.10493 -5.24195 -14.02717 -0.663 -0.190 -0.640 -0.022
O -13.92720 -0.23190 -12.44956 -0.468 0.290 0.064 -0.078
H -14.87009 -0.04237 -12.62611 0.904 -0.319 0.183 0.028
H -13.86839 -1.19512 -12.28291 -0.330 0.458 -0.214 0.001
O -12.83844 -7.08005 -11.42015 0.887 -1.769 0.307 -0.013
H -13.20136 -7.18596 -10.54384 0.144 -0.159 0.124 0.026
H -13.16233 -6.24772 -11.68927 -0.758 1.735 -0.769 -0.033
O -14.01024 -5.85739 -9.17503 0.531 0.424 0.388 -0.002
H -14.34668 -5.35730 -8.43321 -0.224 0.409 0.430 0.083
H -14.51945 -6.65383 -9.15348 -0.790 -0.785 -0.235 0.072
O -13.50208 -2.82966 -14.92106 -0.440 0.377 -0.211 -0.077
H -13.84625 -2.89058 -13.99441 0.182 0.310 -0.740 -0.008
H -14.29289 -2.51495 -15.41253 0.502 -0.205 0.224 0.046



(3)
56
Properties=species:S:1:pos:R:3:forces:R:3:lowdin_charge:R:1 method="wB97M-V/def2-TZVPD" energy_ha=-1394.08091 largest_force_ev_per_a=2.66
C -1.37961 0.98033 -0.85772 0.319 -1.500 0.190 -0.099
N -0.39603 0.79350 -0.07385 -0.540 0.456 0.441 0.078
H -2.18068 1.61280 -0.57783 -0.324 1.250 0.316 0.063
H -1.64466 0.44470 -1.75852 0.579 -0.258 0.050 0.030
H 0.18141 -0.01625 -0.24838 0.276 -0.165 -1.034 0.034
H 0.40271 2.37943 2.20001 0.592 -0.928 0.669 0.086
H 0.78369 1.09102 1.51453 -0.089 0.243 0.785 0.017
O 0.80282 1.49982 2.42488 -0.612 0.905 -1.685 -0.115
H -1.00000 1.24640 2.48308 -1.122 0.238 -0.026 -0.008
H -2.54944 1.76414 2.59017 -0.329 -0.084 -0.880 0.023
O -1.73731 1.58238 3.03751 0.913 -0.301 1.074 -0.065
H 3.35116 1.28000 3.66696 -0.339 0.472 0.380 0.029
H 2.16272 0.49512 2.95484 1.265 0.632 0.559 -0.001
O 3.12893 0.50455 3.16624 -0.253 -1.143 -0.724 -0.081
H 1.18735 3.27193 -3.02668 -0.076 -0.568 -0.144 0.067
H 0.31036 2.20788 -2.40733 -0.626 -0.282 0.568 -0.007
O 0.97423 2.32266 -3.07489 0.777 0.749 -0.488 -0.035
H -3.89653 0.95996 -3.37720 -0.452 0.394 -0.602 0.029
H -4.01648 0.13333 -2.07377 0.351 0.231 -0.294 0.004
O -3.37976 0.45932 -2.76390 0.010 -0.486 0.299 -0.084
H -0.54012 -2.43931 1.81920 0.301 0.042 -0.915 0.050
H 0.49829 -1.64814 1.09858 -0.054 -0.152 -0.331 0.000
O -0.32801 -2.12066 0.91344 -0.289 0.128 0.228 -0.091
H -1.12981 -0.93165 -2.94510 -0.033 1.115 -0.156 0.016
H 0.53925 -1.07968 -2.79109 -0.243 0.877 -0.185 0.020
O -0.34430 -1.44406 -2.82075 0.446 -2.065 0.064 -0.025
H 3.05054 1.73484 1.00056 -0.250 -0.059 -1.315 0.042
H 3.48044 2.76717 -0.00543 0.168 0.217 -0.383 0.037
O 2.98140 1.94886 0.02398 0.070 -0.255 1.853 -0.074
H 2.78835 -1.30551 1.30604 0.654 -0.048 0.177 0.053
H 2.70200 -0.30899 0.09918 0.055 -0.362 0.031 0.037
O 2.19623 -0.78738 0.77317 -0.766 0.500 -0.208 -0.049
H -4.81886 0.09208 0.10352 -0.236 -0.077 -0.405 0.058
H -3.90445 -0.97755 -0.48356 0.212 -0.430 -0.308 0.001
O -4.71780 -0.45775 -0.68838 -0.281 0.337 0.854 -0.077
H -0.72609 -3.37584 -2.27058 0.233 0.484 -0.600 0.009
H -0.33669 -3.47423 -0.81220 -0.616 -0.125 -0.291 0.041
O -0.99381 -3.80339 -1.46272 0.321 -0.607 0.920 -0.066
H -0.60632 4.31308 0.11810 -1.490 0.413 -0.312 0.067
H -0.30776 3.07859 -0.36562 -0.325 -1.381 -0.451 -0.011
O -1.11391 3.60774 -0.35033 1.973 1.495 0.969 -0.073
H 1.53939 -2.62354 3.09744 0.358 0.105 0.547 0.050
H 0.29048 -1.94246 3.91007 1.046 -0.303 -0.344 0.027
O 0.59746 -2.50104 3.14720 -0.787 -0.023 0.980 -0.066
H -1.76752 -1.39278 0.01911 0.678 -1.036 0.021 0.005
H -2.27261 -2.57778 -0.98687 0.912 -0.121 0.464 0.038
O -2.42589 -1.69978 -0.60824 -1.934 1.067 -0.364 -0.069
H 2.41798 0.77514 -3.45932 0.244 -1.383 -0.953 0.066
H 1.83506 0.11760 -4.68811 0.018 -0.287 -0.179 0.056
O 2.53860 -0.03824 -4.04846 -0.395 1.928 1.068 -0.079
H 3.03682 -1.24604 -2.83851 0.633 -0.394 0.122 -0.009
H 3.69466 -2.15060 -1.60000 -0.282 0.510 -0.976 0.050
O 2.92327 -1.70599 -1.98945 -0.371 -0.191 0.887 -0.075
H -1.27772 -0.81445 4.42172 -0.227 0.109 0.157 0.063
H -0.15794 0.13682 4.66151 0.295 0.719 -0.130 0.036
O -0.44553 -0.73813 4.90376 -0.355 -0.601 0.008 -0.026



(4)
11
Properties=species:S:1:pos:R:3:forces:R:3:lowdin_charge:R:1 method="wB97M-V/def2-TZVPD" energy_ha=-1000.10159 largest_force_ev_per_a=8.42 charge=-1
Al 2.53090 -18.72901 -12.52350 -0.048 3.282 -1.743 0.805
C 1.64095 -21.36276 -13.47762 -0.352 -1.154 -0.231 -0.222
O 1.53659 -20.28930 -12.58019 1.789 2.536 0.158 -0.258
H 2.60783 -21.54158 -13.94801 0.238 0.407 0.114 0.076
H 1.37400 -22.29906 -12.98755 0.296 -0.073 0.670 0.069
H 0.89862 -21.39573 -14.27507 -0.129 0.961 -0.266 0.074
P 3.64630 -16.50787 -13.05712 4.414 7.067 1.223 -0.039
O 3.06544 -15.07888 -13.25966 0.881 -2.375 -1.064 -0.426
O 5.16310 -16.58443 -12.70884 -2.327 -0.525 -1.149 -0.449
O 3.20528 -17.63562 -14.01103 -1.901 -4.415 -0.298 -0.312
O 2.84946 -16.90560 -11.77860 -2.860 -5.710 2.585 -0.318



(5)
9
Properties=species:S:1:pos:R:3:forces:R:3:lowdin_charge:R:1 method="wB97M-V/def2-TZVPD" energy_ha=-5363.35540 largest_force_ev_per_a=3.35
B 0.33849 -0.12892 0.28812 -1.054 -0.096 -1.945 -0.889
C -0.47870 0.45296 -0.97027 -0.886 -1.036 1.378 -0.951
O -0.15302 -1.34549 0.61453 0.340 0.226 0.464 0.139
O 1.36736 0.56110 0.83864 -1.664 1.363 -2.563 0.213
Br -1.53403 -0.82689 -2.02639 0.541 0.194 0.313 0.640
Br -1.73694 1.63753 -0.07108 0.154 0.375 -0.164 0.685
H 0.11445 0.93221 -1.66827 0.798 1.469 -1.288 -0.001
H 0.25231 -1.50703 1.44963 0.231 -1.233 1.320 0.096
H 1.83007 0.22453 1.54509 1.540 -1.262 2.484 0.068